Molecular formula: C54H36I4N5O4PtS
Method: DFT, the ωB97M-V functional and the def2-TZVPD basis

XYZ file:
```
105
C54H36I4N5O4PtS, DFT the ωB97M-V functional and the def2-TZVPD basis
Pt -0.45 0.45 0.79
I 6.30 -3.53 6.64
C 4.87 -2.79 5.25
C 4.08 -3.68 4.55
C 3.15 -3.19 3.65
C 2.98 -1.81 3.46
C 3.79 -0.95 4.19
C 4.74 -1.43 5.08
C 1.95 -1.25 2.57
C 0.62 -1.61 2.76
C 0.17 -2.59 3.71
C -1.18 -2.65 3.61
C -1.57 -1.70 2.61
C -2.90 -1.44 2.28
C -3.97 -2.24 2.89
C -5.04 -1.63 3.55
C -6.09 -2.37 4.04
C -6.07 -3.75 3.91
I -7.70 -4.89 4.64
C -5.01 -4.39 3.30
C -3.97 -3.63 2.78
C -3.31 -0.43 1.39
N -2.48 0.46 0.77
C -3.28 1.29 0.05
C -2.84 2.36 -0.76
C -3.90 3.20 -1.34
C -4.78 3.89 -0.51
C -5.81 4.64 -1.04
C -5.97 4.68 -2.41
I -7.55 5.82 -3.24
C -5.11 4.00 -3.26
C -4.08 3.27 -2.72
C -1.52 2.68 -1.01
C -1.11 3.83 -1.76
C 0.23 3.92 -1.64
C 0.66 2.81 -0.84
N -0.43 2.06 -0.47
C 1.96 2.59 -0.43
C 2.38 1.49 0.34
C 3.74 1.18 0.59
C 3.74 0.08 1.41
C 2.38 -0.26 1.66
N 1.57 0.58 0.95
C 2.94 3.65 -0.70
C 3.29 4.02 -2.00
C 4.13 5.09 -2.22
C 4.63 5.79 -1.15
I 5.88 7.47 -1.50
C 4.31 5.45 0.15
C 3.47 4.37 0.37
C -4.64 0.91 0.19
C -4.66 -0.18 1.01
N -0.46 -1.07 2.13
H 4.17 -4.74 4.70
H 2.56 -3.88 3.07
H 3.68 0.12 4.07
H 5.35 -0.73 5.64
H 0.79 -3.13 4.40
H -1.85 -3.25 4.18
H -5.04 -0.56 3.67
H -6.93 -1.88 4.53
H -5.00 -5.47 3.21
H -3.16 -4.12 2.26
H -4.64 3.84 0.56
H -6.47 5.19 -0.39
H -5.26 4.04 -4.33
H -3.41 2.72 -3.36
H -1.77 4.48 -2.30
H 0.87 4.67 -2.05
H 4.58 1.72 0.21
H 4.60 -0.46 1.76
H 2.87 3.45 -2.82
H 4.38 5.38 -3.23
H 4.68 6.03 0.98
H 3.20 4.10 1.38
H -5.47 1.39 -0.29
H -5.52 -0.75 1.29
C 4.99 -3.94 -2.43
C 4.00 -2.91 -2.90
C 3.75 -2.75 -4.26
C 2.82 -1.82 -4.70
C 2.14 -1.05 -3.78
C 2.36 -1.20 -2.42
C 3.30 -2.12 -1.99
S 0.82 0.02 -4.34
O 1.05 1.36 -3.90
O 0.65 -0.20 -5.76
N -0.53 -0.55 -3.57
C -0.77 -1.97 -3.66
C -1.82 -2.41 -2.65
C -1.33 -2.22 -1.16
O -1.63 -3.08 -0.35
O -0.67 -1.16 -0.99
H 5.02 -4.78 -3.12
H 4.74 -4.31 -1.44
H 5.99 -3.50 -2.39
H 4.27 -3.37 -4.97
H 2.59 -1.69 -5.74
H 1.79 -0.61 -1.72
H 3.46 -2.25 -0.93
H -0.51 -0.29 -2.58
H 0.16 -2.54 -3.47
H -1.10 -2.18 -4.68
H -2.08 -3.46 -2.78
H -2.72 -1.81 -2.76
```

Output
Highest occupied orbital energy (eV): -4.59
Total charge: -1
F_max (eV/A): 2.11
ΔE to the lowest compared entry with this formula, charge and spin (kcal/mol): 0.5
E (eV): -118712.4942

Molecular formula: C57H126N6O9
Method: DFT, the ωB97M-V functional and the def2-TZVPD basis

XYZ file:
```
198
C57H126N6O9, DFT the ωB97M-V functional and the def2-TZVPD basis
C 2.78 0.05 0.14
C 3.59 -1.20 -0.06
C 3.73 -1.94 1.25
C 2.81 -2.18 -1.03
C 2.87 -1.75 -2.49
C 4.35 -1.63 -2.89
C 5.20 -0.66 -1.95
C 6.68 -0.96 -2.20
C 4.84 0.80 -2.36
N 4.92 -1.03 -0.56
O 5.68 -0.14 0.32
H 3.47 0.77 0.63
H 2.41 0.55 -0.73
H 1.93 -0.12 0.80
H 4.24 -1.25 1.94
H 2.74 -2.05 1.73
H 4.27 -2.85 1.19
H 3.13 -3.14 -0.73
H 1.74 -2.07 -0.76
H 2.41 -2.50 -3.10
H 2.28 -0.89 -2.65
H 4.58 -1.28 -3.95
H 4.80 -2.60 -2.80
H 6.89 -0.79 -3.30
H 6.94 -1.98 -2.04
H 7.28 -0.33 -1.62
H 5.15 1.40 -1.52
H 3.77 0.97 -2.63
H 5.49 1.14 -3.19
H 5.03 0.65 0.38
C -0.68 2.21 6.39
C -1.41 0.86 6.41
C -2.64 1.12 7.26
C -1.68 0.35 5.00
C -2.11 -1.12 4.98
C -1.17 -2.06 5.64
C -0.78 -1.54 7.06
C -1.93 -1.79 8.02
C 0.41 -2.43 7.46
N -0.37 -0.14 6.90
O 0.10 0.36 8.20
H 0.35 2.24 5.95
H -1.36 2.96 5.94
H -0.40 2.49 7.41
H -3.02 2.07 7.01
H -3.38 0.35 7.08
H -2.37 1.09 8.29
H -2.38 1.10 4.48
H -0.71 0.33 4.47
H -3.12 -1.24 5.41
H -2.31 -1.33 3.95
H -0.29 -2.10 5.05
H -1.61 -3.05 5.68
H -2.28 -2.77 8.03
H -2.74 -1.20 7.68
H -1.80 -1.59 9.07
H 0.87 -2.09 8.38
H 1.21 -2.41 6.78
H 0.10 -3.47 7.60
H -0.62 0.24 8.86
C -0.59 -2.77 -5.01
C -0.56 -1.29 -5.39
C -1.45 -1.19 -6.64
C -1.12 -0.43 -4.20
C -0.88 1.06 -4.36
C 0.61 1.35 -4.69
C 1.10 0.54 -5.92
C 0.58 1.08 -7.27
C 2.61 0.77 -5.99
N 0.83 -0.87 -5.59
O 1.41 -1.66 -6.62
H 0.08 -3.00 -4.22
H -1.59 -3.00 -4.64
H -0.33 -3.42 -5.85
H -1.61 -0.11 -6.87
H -0.86 -1.67 -7.40
H -2.43 -1.71 -6.59
H -2.20 -0.64 -4.19
H -0.65 -0.75 -3.29
H -1.45 1.55 -5.15
H -1.09 1.61 -3.42
H 1.21 1.15 -3.79
H 0.75 2.40 -4.87
H 1.02 2.02 -7.55
H -0.47 1.33 -7.29
H 0.75 0.35 -8.07
H 2.85 1.77 -6.17
H 3.09 0.09 -6.72
H 3.12 0.53 -5.07
H 2.12 -2.17 -6.16
C 2.31 4.34 -1.21
C 3.43 5.12 -0.61
C 4.67 4.20 -0.52
C 3.83 6.28 -1.50
C 4.69 7.44 -0.93
C 4.06 7.97 0.32
C 3.77 6.80 1.33
C 5.03 6.31 1.97
C 2.85 7.39 2.42
N 2.97 5.70 0.67
O 2.67 4.74 1.59
H 2.03 3.47 -0.61
H 2.61 4.04 -2.23
H 1.38 4.86 -1.24
H 5.57 4.74 -0.06
H 4.98 4.03 -1.56
H 4.57 3.23 -0.04
H 4.28 5.97 -2.44
H 2.86 6.75 -1.79
H 4.79 8.24 -1.76
H 5.72 7.18 -0.69
H 3.15 8.53 0.20
H 4.76 8.61 0.89
H 5.85 6.22 1.29
H 5.45 6.88 2.84
H 4.98 5.29 2.31
H 3.38 7.82 3.27
H 2.14 8.20 1.95
H 2.19 6.60 2.82
H 3.49 4.24 1.86
C -7.06 -1.39 -2.06
C -7.05 -1.23 -0.55
C -8.22 -1.97 0.12
C -5.75 -1.66 0.10
C -4.58 -0.81 -0.29
C -4.82 0.64 0.03
C -6.12 1.17 -0.49
C -6.45 2.46 0.23
C -5.87 1.56 -1.97
N -7.23 0.23 -0.18
O -8.42 0.81 -0.90
H -6.36 -0.70 -2.58
H -7.04 -2.43 -2.43
H -8.02 -0.91 -2.37
H -9.18 -1.50 -0.13
H -8.21 -3.00 -0.26
H -8.08 -1.82 1.16
H -5.97 -1.65 1.13
H -5.61 -2.72 -0.13
H -3.69 -1.13 0.33
H -4.32 -1.02 -1.35
H -3.97 1.15 -0.31
H -4.79 0.79 1.10
H -7.30 3.03 -0.14
H -5.57 3.07 0.27
H -6.79 2.16 1.21
H -6.85 1.59 -2.51
H -5.23 0.76 -2.44
H -5.54 2.59 -1.97
H -8.97 1.05 -0.18
C -3.51 -7.54 -2.32
C -2.83 -6.24 -1.85
C -2.85 -5.19 -3.07
C -3.57 -5.55 -0.63
C -2.78 -4.33 -0.11
C -1.48 -4.81 0.29
C -0.67 -5.58 -0.77
C -0.08 -4.57 -1.79
C 0.53 -6.22 -0.09
N -1.51 -6.57 -1.38
O -0.72 -7.41 -2.23
H -4.56 -7.32 -2.57
H -2.99 -7.84 -3.25
H -3.50 -8.35 -1.58
H -2.69 -4.17 -2.74
H -2.06 -5.36 -3.82
H -3.85 -5.23 -3.53
H -4.60 -5.24 -1.04
H -3.69 -6.29 0.12
H -2.90 -3.48 -0.84
H -3.42 -4.06 0.74
H -1.71 -5.57 1.07
H -0.85 -4.01 0.63
H -0.79 -4.44 -2.58
H 0.89 -4.92 -2.12
H 0.09 -3.68 -1.21
H 0.22 -6.99 0.63
H 1.06 -5.40 0.37
H 1.23 -6.73 -0.79
H -0.27 -6.88 -2.94
C 5.27 2.14 3.04
O 4.00 2.60 2.87
H 5.83 2.19 2.11
H 5.92 2.80 3.69
H 5.38 1.13 3.39
H 3.30 2.10 3.41
C -0.56 3.71 1.75
O 0.47 2.75 1.47
H -0.30 4.56 2.41
H -0.94 4.11 0.83
H -1.36 3.07 2.19
H 1.36 3.24 1.39
C 1.99 -0.01 3.95
O 1.84 1.39 3.61
H 2.95 -0.39 3.62
H 1.98 -0.07 5.04
H 1.16 -0.63 3.61
H 1.36 1.57 2.80
```

Output
Highest occupied orbital energy (eV): -8.40
F_max (eV/A): 4.08
ΔE to the lowest compared entry with this formula, charge and spin (kcal/mol): 64.2
E (eV): -88510.2703
Structure (SMILES): CC1(C)CCCC(C)(C)N1O.CC1(C)CCCC(C)(C)N1O.CC1(C)CCCC(C)(C)N1O.CC1(C)CCCC(C)(C)N1O.CC1(C)CCCC(C)(C)N1O.CC1(C)CCCC(C)(C)N1O.CO.CO.CO

Molecular formula: C3H10O3S
Method: DFT, the ωB97M-V functional and the def2-TZVPD basis

XYZ file:
```
17
C3H10O3S, DFT the ωB97M-V functional and the def2-TZVPD basis
C -0.05 -0.32 -0.54
O 0.72 -0.71 0.62
C -1.40 0.17 -0.21
C -2.12 1.41 -0.97
S -3.84 1.57 -0.57
H 0.48 0.49 -1.11
H -0.25 -1.01 -1.34
H -1.37 0.50 0.83
H -2.22 -0.57 -0.29
H -1.99 1.25 -2.04
H -1.49 2.30 -0.81
H 1.52 0.63 2.78
H 1.40 -0.62 1.85
O 1.74 -0.36 2.89
H 2.24 -1.38 -0.01
H 3.57 -1.35 -0.82
O 3.05 -2.00 -0.28
```

Output
Highest occupied orbital energy (eV): 0.28
Total charge: -2
F_max (eV/A): 3.87
ΔE to the lowest compared entry with this formula, charge and spin (kcal/mol): 32.1
E (eV): -20248.9376

Molecular formula: C31H27NO4PS
Method: DFT, the ωB97M-V functional and the def2-TZVPD basis

XYZ file:
```
65
C31H27NO4PS, DFT the ωB97M-V functional and the def2-TZVPD basis
C 1.04 1.20 7.87
C 0.77 2.82 7.72
S -0.78 3.18 6.74
C -1.73 1.63 6.29
P -3.00 1.18 7.68
N -3.91 2.61 8.28
H 0.13 0.78 8.51
H 2.09 0.94 8.31
H 1.02 0.76 6.76
H 1.70 3.34 7.18
H 0.72 3.34 8.79
H -2.26 1.85 5.25
H -1.07 0.67 6.12
H -2.18 0.66 8.79
H -3.89 0.15 7.13
H -3.55 3.47 7.79
H -4.94 2.47 8.10
C 2.47 -2.26 -0.29
C 2.37 -1.51 -1.46
C 2.13 -0.14 -1.39
C 1.99 0.49 -0.15
C 2.07 -0.26 1.02
C 2.32 -1.64 0.95
C 1.87 0.38 2.34
O 1.94 -0.28 3.37
C 1.57 1.83 2.39
C 1.32 2.44 3.63
C 1.05 3.81 3.69
C 1.04 4.57 2.52
C 1.28 3.96 1.29
C 1.54 2.59 1.22
C 1.76 1.95 -0.09
O 1.74 2.62 -1.12
H 2.66 -3.33 -0.34
H 2.47 -2.00 -2.43
H 2.06 0.44 -2.31
H 2.40 -2.23 1.87
H 1.33 1.85 4.54
H 0.85 4.28 4.65
H 0.84 5.64 2.57
H 1.26 4.56 0.38
C -1.54 -5.66 -8.28
C -0.76 -6.12 -7.22
C -0.32 -5.23 -6.24
C -0.66 -3.87 -6.33
C -1.43 -3.41 -7.40
C -1.88 -4.31 -8.37
C -1.75 -1.97 -7.52
O -2.42 -1.57 -8.46
C -1.24 -1.03 -6.51
C -1.49 0.34 -6.64
C -1.02 1.23 -5.68
C -0.31 0.76 -4.57
C -0.06 -0.60 -4.44
C -0.51 -1.50 -5.41
C -0.21 -2.94 -5.28
O 0.41 -3.35 -4.31
H -1.89 -6.36 -9.04
H -0.49 -7.17 -7.16
H 0.29 -5.59 -5.42
H -2.49 -3.96 -9.21
H -2.04 0.71 -7.50
H -1.21 2.30 -5.79
H 0.04 1.46 -3.82
H 0.50 -0.96 -3.57
```

Output
Highest occupied orbital energy (eV): -10.86
Total charge: +1
F_max (eV/A): 2.73
E (eV): -62381.5950

Molecular formula: C2H2N2O3S
Method: DFT, the ωB97M-V functional and the def2-TZVPD basis

XYZ file:
```
10
C2H2N2O3S, DFT the ωB97M-V functional and the def2-TZVPD basis
O 0.41 -2.35 0.70
C 0.51 -1.20 0.37
C -0.30 -0.41 -0.78
S -0.36 1.21 0.20
O -0.22 2.32 -0.69
O -1.45 1.11 1.13
N 1.20 0.96 0.96
N 1.40 -0.38 0.90
H 0.04 -0.34 -1.82
H -1.24 -0.93 -0.97
```

Output
Highest occupied orbital energy (eV): -10.92
F_max (eV/A): 9.15
ΔE to the lowest compared entry with this formula, charge and spin (kcal/mol): 96.1
E (eV): -22060.2344
Structure (SMILES): O=C1CS(=O)(=O)N=N1

Molecular formula: CN2O2
Method: DFT, the ωB97M-V functional and the def2-TZVPD basis

XYZ file:
```
5
CN2O2, DFT the ωB97M-V functional and the def2-TZVPD basis
C -0.01 -0.97 0.68
N -0.09 0.20 0.46
N -0.12 0.94 -1.20
O 0.15 2.04 -1.14
O 0.10 -2.05 1.08
```

Output
Highest occupied orbital energy (eV): -10.37
F_max (eV/A): 3.26
ΔE to the lowest compared entry with this formula, charge and spin (kcal/mol): 115.7
E (eV): -8108.7641

Molecular formula: C23H48MoNOP3S
Method: DFT, the ωB97M-V functional and the def2-TZVPD basis

XYZ file:
```
78
C23H48MoNOP3S, DFT the ωB97M-V functional and the def2-TZVPD basis
Mo 0.55 -0.86 0.11
P -0.82 -1.12 1.95
P 1.84 0.90 0.79
P 1.87 -2.71 0.29
H 0.26 0.79 -2.12
C 0.07 -0.28 -1.96
C -1.18 -0.66 -1.27
H -1.88 0.14 -0.99
C -2.20 0.08 2.03
C -0.17 -0.86 3.65
C -1.74 -2.70 2.01
C 2.84 1.63 -0.56
C 0.92 2.37 1.39
C 3.05 0.65 2.15
C 0.93 -4.02 -0.58
C 2.35 -3.49 1.86
C 3.47 -2.32 -0.52
H 0.46 -0.95 -2.74
H -1.63 -1.64 -1.48
H -2.73 0.12 1.08
H -1.81 1.09 2.25
H -2.88 -0.24 2.83
H 0.12 0.19 3.79
H 0.69 -1.50 3.86
H -0.97 -1.10 4.37
H -2.36 -2.80 1.11
H -2.40 -2.71 2.90
H -1.06 -3.56 2.07
H 3.56 2.34 -0.13
H 2.17 2.16 -1.25
H 3.37 0.85 -1.11
H 1.61 3.22 1.44
H 0.50 2.18 2.38
H 0.08 2.59 0.70
H 3.65 1.57 2.26
H 3.72 -0.19 1.93
H 2.53 0.44 3.09
H 1.48 -4.96 -0.54
H 0.75 -3.75 -1.63
H -0.05 -4.15 -0.10
H 2.99 -4.36 1.65
H 1.46 -3.81 2.42
H 2.92 -2.77 2.47
H 4.05 -3.24 -0.66
H 4.03 -1.63 0.13
H 3.33 -1.85 -1.51
C 2.84 -4.59 -4.83
C 4.02 -4.47 -5.58
C 4.01 -4.72 -6.95
C 2.82 -5.15 -7.57
C 1.68 -5.41 -6.80
C 1.69 -5.17 -5.42
S 2.85 -4.02 -3.19
H 2.13 -2.82 -3.34
H 4.92 -4.14 -5.07
H 4.91 -4.56 -7.53
H 2.80 -5.31 -8.65
H 0.78 -5.81 -7.28
H 0.83 -5.38 -4.79
O -1.93 2.43 -0.16
C -2.54 3.45 0.18
C -3.98 3.42 0.69
C -4.09 3.68 2.19
C -4.00 5.16 2.57
C -2.70 5.85 2.17
C -2.48 5.92 0.66
N -1.94 4.67 0.13
H -4.57 4.14 0.10
H -4.36 2.42 0.47
H -5.06 3.30 2.54
H -3.31 3.13 2.73
H -4.84 5.70 2.11
H -4.10 5.23 3.65
H -2.71 6.88 2.54
H -1.84 5.35 2.64
H -3.43 6.16 0.17
H -1.75 6.70 0.43
H -1.10 4.72 -0.43
```

Output
Highest occupied orbital energy (alpha / beta) (eV): -18.64 / -18.63
Expectation value of S²: 2.043
Total charge: +4
F_max (eV/A): 3.24
ΔE to the lowest compared entry with this formula, charge and spin (kcal/mol): 18.0
E (eV): -68682.3695
Multiplicity: 3

Molecular formula: C5H12N2O
Method: DFT, the ωB97M-V functional and the def2-TZVPD basis

XYZ file:
```
20
C5H12N2O, DFT the ωB97M-V functional and the def2-TZVPD basis
C -1.61 0.80 -1.53
C 0.27 0.52 0.26
C -0.89 -0.20 -0.61
N 0.11 0.33 1.61
C 1.19 1.35 -0.26
C -1.80 -1.05 0.15
H -0.86 0.15 1.90
H 0.74 0.73 2.29
H -0.91 1.38 -2.12
H -2.26 0.25 -2.22
H -2.23 1.48 -0.94
H 1.34 1.41 -1.33
H 1.80 2.00 0.36
H -1.42 -1.77 0.86
H -2.83 -1.14 -0.16
N 2.43 -1.47 0.78
O 1.97 -1.00 -0.34
H -0.26 -0.85 -1.25
H 1.79 -1.41 1.58
H 3.43 -1.51 0.97
```

Output
Highest occupied orbital energy (alpha / beta) (eV): -7.44 / -7.30
F_max (eV/A): 2.52
ΔE to the lowest compared entry with this formula, charge and spin (kcal/mol): 150.0
E (eV): -10401.9188